(1)
Formula: C5H10OS
Source: the Open Molecules 2025 dataset
Level of theory: the ωB97M-V functional and the def2-TZVPD basis

Output
**LUMO level**: 0.8964 eV
**HOMO level**: -8.91 eV
**Energy relative to the best compared isomer or geometry (same formula, charge and spin)**: 53.9 kcal per mole

The geometry in ORCA input format:
```
! RIJCOSX wB97M-V def2-TZVPD def2/J DEFGRID3
* xyz 0 1
C -1.0181 -1.4151 0.1102
C 0.3135 -0.5398 0.3212
C -0.3556 0.7582 -0.0405
C 1.3312 -0.9025 -0.7229
C 0.0927 1.9251 0.8903
O -2.5902 0.0937 -1.3025
S -2.0997 0.1588 0.0450
H -0.8433 -1.9025 -0.8500
H -1.2660 -2.1859 0.8705
H 0.8225 -0.6753 1.2661
H -0.1160 1.0553 -1.1054
H 1.2036 -0.1878 -1.4876
H 1.1994 -1.9095 -1.1429
H 2.3744 -0.8023 -0.3568
H 1.2314 1.8887 1.0461
H -0.1956 1.6491 1.9222
H -0.0843 2.9919 0.5369
*
```

---

(2)
Formula: C9H17Br8Cl3
Source: the Open Molecules 2025 dataset
Level of theory: the ωB97M-V functional and the def2-TZVPD basis

Output
**LUMO level (alpha / beta)**: -3.6618 / -9.8898 eV
**HOMO level (alpha / beta)**: -12.45 / -12.43 eV
**Energy relative to the best compared isomer or geometry (same formula, charge and spin)**: 0.0 kcal per mole

The geometry in ORCA input format:
```
! RIJCOSX wB97M-V def2-TZVPD def2/J DEFGRID3
* xyz 1 2
Br 0.4112 -2.5215 1.4404
C 0.8451 -3.3768 3.1899
C 0.3165 -2.3559 4.3189
Br 1.4329 -2.7337 5.9399
H 1.9131 -3.5941 3.1789
H 0.3917 -4.3598 3.3171
H -0.7066 -2.6452 4.5588
H 0.5360 -1.3304 4.0216
Br -1.0855 -1.1502 -3.3951
C -0.6691 -0.9016 -1.5323
C 0.3956 0.1965 -1.3648
Br -0.3431 2.0350 -1.8206
H -0.2886 -1.8940 -1.2907
H -1.5563 -0.6311 -0.9598
H 1.3136 0.0780 -1.9403
H 0.6659 0.2545 -0.3104
Br -7.3564 0.8103 0.7451
C -6.0352 -0.6747 0.6821
C -4.7281 -0.0792 1.3035
Br -3.3219 -1.4992 1.2214
H -5.9887 -0.9369 -0.3749
H -6.4120 -1.4979 1.2890
H -4.8568 0.3488 2.2977
H -4.3915 0.8144 0.7780
Br 1.8290 4.8780 1.5077
C 2.3639 3.9551 -0.0442
C 2.8582 4.9525 -1.0620
Br 3.3540 3.9126 -2.6702
H 1.6287 3.2653 -0.4585
H 3.2128 3.3354 0.2447
H 3.7009 5.5124 -0.6565
H 1.9954 5.5809 -1.2831
C 3.7208 -1.4507 -4.1909
Cl 2.8036 -2.3159 -2.9638
Cl 3.2201 -2.1441 -5.7231
Cl 5.4544 -1.4201 -3.7802
H 3.3765 -0.4167 -4.2134
*
```

---

(3)
Formula: C5H39NO14
Source: the Open Molecules 2025 dataset
Level of theory: the ωB97M-V functional and the def2-TZVPD basis

Output
**LUMO level**: -0.0058 eV
**HOMO level**: -9.19 eV
**Energy relative to the best compared isomer or geometry (same formula, charge and spin)**: 97.1 kcal per mole

The geometry in ORCA input format:
```
! RIJCOSX wB97M-V def2-TZVPD def2/J DEFGRID3
* xyz 0 1
C -0.4170 0.3147 -0.0079
C -1.2569 1.1769 -1.0098
C -2.5996 1.6903 -0.3668
C -2.6249 2.2237 1.0301
N -1.7157 0.5054 -2.2105
C -1.0318 0.8700 -3.4215
O 0.2150 0.1131 -3.5383
H 0.5030 -0.1811 -0.3048
H -0.3069 0.8439 0.9334
H -1.0082 -0.5501 0.3576
H -0.5327 2.0644 -1.3218
H -3.4882 1.1020 -0.6186
H -3.0111 2.4859 -1.0919
H -2.1689 3.2231 1.1197
H -3.5950 2.2265 1.5450
H -1.8780 1.7066 1.6948
H -1.8949 -0.4418 -1.9813
H -0.6762 1.8915 -3.3099
H -1.5894 0.7265 -4.3214
H -0.1018 -0.7714 -3.2772
H 1.2505 -2.1479 0.8577
H 1.0421 -2.2639 2.3537
O 1.5821 -1.8220 1.7008
H 2.7871 1.4301 3.2717
H 2.0114 2.4242 2.6983
O 2.0623 1.9704 3.5934
H 3.5172 -2.5295 -1.8047
H 3.2792 -1.9297 -0.3748
O 2.9053 -2.4761 -1.0674
H 1.9910 1.6806 0.0051
H 2.4128 1.9746 -1.3883
O 2.2132 2.4311 -0.5500
H 0.6853 -3.3739 -2.4191
H 0.6639 -2.2824 -1.2498
O 0.1896 -2.6928 -1.9716
H 0.6758 0.5899 3.7706
H 0.2961 -0.1551 5.0860
O 0.1231 -0.1115 4.1453
H -0.4467 -1.5687 3.0050
H -1.6541 -0.6839 2.7101
O -1.1612 -1.4387 2.3751
H 2.9428 -0.6271 1.5905
H 4.3648 -0.3332 2.1870
O 3.5487 0.0948 1.8681
H -3.0530 -2.6047 -0.1695
H -2.6082 -1.7809 -1.4428
O -2.5577 -2.6334 -1.0069
H 1.6330 0.8503 -3.4130
H 3.1840 1.0804 -3.5339
O 2.4471 1.2028 -2.9318
H 0.3258 -4.2409 0.1211
H -0.7013 -3.2522 -0.1303
O -0.0605 -3.4997 0.6075
H -2.7167 -2.4379 1.7623
H -4.0437 -1.5308 1.8685
O -3.6145 -2.2775 1.4583
H 1.0469 4.2302 -1.8249
H 1.5864 4.5686 -0.4774
O 1.0293 4.9458 -1.1786
*
```

---

(4)
Formula: C29H29BF5MnN3O3PS3
Source: the Open Molecules 2025 dataset
Level of theory: the ωB97M-V functional and the def2-TZVPD basis

Output
**LUMO level (alpha / beta)**: -2.4005 / -0.6757 eV
**HOMO level (alpha / beta)**: -7.57 / -7.60 eV
**Energy relative to the best compared isomer or geometry (same formula, charge and spin)**: 28.5 kcal per mole

The geometry in ORCA input format:
```
! RIJCOSX wB97M-V def2-TZVPD def2/J DEFGRID3
* xyz 0 5
Mn 0.2145 -0.3369 -0.4755
C -7.1768 0.2853 -1.5114
C -6.5885 1.3426 -0.6028
C -6.9981 2.7633 -0.9600
C -6.5873 3.6959 0.1792
C -5.1864 3.4039 0.6844
C -4.5297 4.3069 1.4931
C -3.2291 4.0606 1.9152
F -2.6373 4.9694 2.7059
C -2.5329 2.9548 1.5246
C -3.1680 2.0434 0.6789
C -2.4133 0.9349 0.1016
O -1.3207 0.6016 0.6068
C -3.0000 0.3213 -1.0435
C -4.3389 0.4841 -1.2676
N -5.1064 1.3100 -0.5475
C -4.4935 2.2465 0.2934
C -2.2212 -0.4517 -2.0581
O -2.7737 -0.9736 -2.9931
O -0.9102 -0.4275 -1.9092
H -8.2436 0.2033 -1.3028
H -6.7291 -0.6950 -1.3359
H -7.0555 0.5443 -2.5685
H -6.9190 1.1530 0.4205
H -8.0749 2.8139 -1.1278
H -6.4964 3.0455 -1.8899
H -7.2950 3.5951 1.0055
H -6.6336 4.7356 -0.1464
H -5.0086 5.2360 1.7835
H -1.5039 2.7866 1.8197
H -4.8012 -0.0857 -2.0622
C 1.7031 2.8658 1.6227
N 2.6027 2.7325 0.4781
C 2.1962 2.4017 -0.7550
S 0.5328 2.2933 -1.1387
N 3.1601 2.2143 -1.6682
C 2.9340 1.8007 -3.0565
H 2.3095 3.0881 2.4997
H 1.1406 1.9519 1.7989
H 1.0033 3.6820 1.4588
H 3.5644 2.5254 0.6963
H 4.0809 2.0336 -1.3022
H 2.5243 0.8012 -3.1207
H 3.8930 1.8296 -3.5718
H 2.2475 2.4855 -3.5392
S 1.1981 -4.3366 2.3595
P 0.9491 -4.2496 0.4270
S -0.1657 -2.6624 -0.2968
C -0.0208 -5.6653 -0.1962
C 0.5398 -6.9231 0.0262
C -0.1365 -8.0630 -0.3757
C -1.3763 -7.9574 -0.9987
C -1.9332 -6.7089 -1.2261
C -1.2576 -5.5585 -0.8263
C 2.4812 -4.4095 -0.5310
C 2.4077 -4.5490 -1.9169
C 3.5648 -4.7546 -2.6534
C 4.7920 -4.8317 -2.0035
C 4.8631 -4.6816 -0.6246
C 3.7066 -4.4632 0.1156
H 1.5011 -6.9997 0.5189
H 0.3018 -9.0393 -0.2009
H -1.9074 -8.8522 -1.3037
H -2.8958 -6.6222 -1.7190
H -1.6871 -4.5838 -1.0140
H 1.4442 -4.4978 -2.4142
H 3.5112 -4.8551 -3.7314
H 5.6952 -5.0109 -2.5759
H 5.8229 -4.7374 -0.1234
H 3.7413 -4.3328 1.1901
F 1.5906 -0.2478 0.9551
B 2.9184 -0.6948 0.3625
F 2.5559 -0.7203 -1.0222
F 3.2343 -1.9036 0.8745
F 3.8551 0.2975 0.6307
*
```

---

(5)
Formula: C3H7NO3
Source: the Open Molecules 2025 dataset
Level of theory: the ωB97M-V functional and the def2-TZVPD basis

Output
**LUMO level**: 0.2482 eV
**SMILES string**: NC(=O)CCOO
**HOMO level**: -9.16 eV
**Energy relative to the best compared isomer or geometry (same formula, charge and spin)**: 157.4 kcal per mole

The geometry in ORCA input format:
```
! RIJCOSX wB97M-V def2-TZVPD def2/J DEFGRID3
* xyz 0 1
C 1.4856 -0.5373 -0.0046
C 1.0646 0.8456 -0.1444
C -0.6695 0.6798 -0.2900
N -1.2914 0.8598 0.9146
O 0.0779 -1.2644 -0.4514
O -1.0582 -2.0887 -0.1341
O -1.1956 0.9752 -1.3468
H -1.6055 -1.8534 -0.9078
H -0.9916 0.2932 1.6935
H -2.2679 1.1169 0.8635
H 1.6415 -0.9377 0.9940
H 2.1822 -0.8772 -0.7689
H 1.3023 1.2943 -1.1069
H 1.3255 1.4938 0.6893
*
```

---

(6)
Formula: C28H50GeInN2OSi2Te
Source: the Open Molecules 2025 dataset
Level of theory: the ωB97M-V functional and the def2-TZVPD basis

Output
**LUMO level (alpha / beta)**: 1.5577 / 1.5625 eV
**HOMO level (alpha / beta)**: -3.01 / -3.01 eV
**Energy relative to the best compared isomer or geometry (same formula, charge and spin)**: 47.7 kcal per mole

The geometry in ORCA input format:
```
! RIJCOSX wB97M-V def2-TZVPD def2/J DEFGRID3
* xyz -1 1
In -0.2182 -0.3351 -0.3803
C 4.8619 -0.1017 -2.1253
Si 3.0046 -0.4829 -1.7412
C 2.8376 -2.3939 -1.7918
C 2.0528 0.1358 -3.2848
C 2.5434 0.2866 -0.0956
C 2.0992 1.6400 -0.1172
C 2.5759 2.6278 0.7793
C 2.1474 3.9231 0.6879
C 1.2182 4.2628 -0.2977
C 0.7533 3.2440 -1.1047
N 1.1538 1.9878 -1.0298
Si 3.2574 -0.3711 1.4986
C 3.0887 -2.2697 1.6662
C 5.1101 0.0409 1.8543
C 2.2662 0.2697 3.0029
H 5.1749 -0.4605 -3.1022
H 5.5016 -0.5676 -1.3822
H 5.0462 0.9684 -2.0910
H 2.8601 -2.7679 -2.8113
H 1.8998 -2.7050 -1.3399
H 3.6442 -2.8735 -1.2490
H 2.4219 -0.3209 -4.1990
H 2.1401 1.2108 -3.3859
H 0.9962 -0.0994 -3.1892
H 3.3173 2.3552 1.5124
H 2.5274 4.6843 1.3599
H 0.8706 5.2779 -0.4195
H 0.0041 3.4473 -1.8674
H 3.7531 -2.8021 0.9970
H 2.0741 -2.5800 1.4357
H 3.3163 -2.5979 2.6770
H 5.7251 -0.3401 1.0473
H 5.4657 -0.4018 2.7798
H 5.2856 1.1099 1.9085
H 1.1564 0.3619 2.5514
H 2.5269 1.2605 3.3587
H 2.1892 -0.4113 3.8424
C -5.4975 1.0759 -0.9960
N -5.0769 -0.0667 -0.2108
C -6.0876 -0.9698 0.2666
C -3.7677 -0.2670 -0.0257
O -2.9163 0.4588 -0.4978
H -6.4827 0.8847 -1.4191
H -4.7680 1.2396 -1.7919
H -5.5344 1.9747 -0.3733
H -6.8446 -0.4263 0.8373
H -5.6239 -1.7182 0.9052
H -6.5698 -1.4733 -0.5765
H -3.5332 -1.1500 0.5881
C -3.0753 1.6410 2.7958
Ge -1.1270 1.5642 3.2483
C -0.4593 3.3986 2.8944
C -1.0783 1.4021 5.2651
C -0.1425 0.2471 2.1741
H -3.5600 2.4339 3.3580
H -3.5832 0.7051 3.0091
H -3.1747 1.8492 1.7367
H -1.0913 4.1413 3.3755
H -0.4488 3.5967 1.8278
H 0.5560 3.5305 3.2581
H -1.5675 2.2651 5.7093
H -0.0542 1.3723 5.6276
H -1.5886 0.5074 5.6099
H -0.3904 -0.7407 2.6066
C 0.5219 -9.2671 0.1856
C 0.0916 -7.8301 0.0926
C -0.4237 -7.1677 1.1942
C -0.8652 -5.8574 1.1149
C -1.4002 -5.2175 2.3585
C -0.8083 -5.1508 -0.0920
Te -1.6098 -3.1771 -0.1908
C -0.2498 -5.8034 -1.1927
C -0.0686 -5.1487 -2.5297
C 0.1869 -7.1172 -1.0904
H 0.3545 -9.6454 1.1933
H 1.5808 -9.3757 -0.0539
H -0.0442 -9.8890 -0.5108
H -0.4880 -7.6927 2.1417
H -1.2241 -5.8503 3.2274
H -2.4723 -5.0387 2.2628
H -0.9137 -4.2557 2.5136
H -0.5164 -4.1592 -2.5451
H -0.5237 -5.7561 -3.3130
H 0.9940 -5.0540 -2.7529
H 0.6092 -7.5969 -1.9668
*
```